C36H19BF15N as an isolated structure at a distorted geometry. Source: the OMol25 dataset; level of theory: wB97M-V/def2-TZVPD.

Positions of all 72 atoms, in Å:
F1 -0.69 -7.84 9.90
H1 -7.89 -7.60 3.64
C1 -2.82 -8.94 7.20
H2 0.62 -10.05 0.19
F2 -8.17 -12.65 6.57
H3 -8.72 -8.63 2.45
C2 -2.33 -8.14 8.21
C3 -7.25 -9.26 0.31
C4 -4.48 -9.75 -0.01
H4 -0.58 -9.09 2.15
C5 -3.08 -9.84 3.16
C6 -2.07 -9.95 6.53
C7 -4.20 -11.58 5.83
C8 -6.71 -9.36 -0.98
C9 -0.61 -12.37 4.46
C10 -0.29 -10.55 0.61
H5 -5.96 -7.79 4.99
C11 0.02 -13.56 4.16
H6 -0.54 -12.10 -2.10
C12 -4.44 -9.65 2.66
C13 -1.97 -13.50 6.06
C14 -1.89 -12.37 0.57
C15 -0.32 -14.74 4.84
C16 -2.20 -10.53 2.17
F3 -2.77 -13.43 7.15
C17 -0.02 -12.32 -1.15
C18 -6.30 -12.53 5.09
C19 -1.75 -12.35 5.28
C20 -4.98 -9.71 1.29
H7 -4.53 -8.87 5.18
H8 -3.41 -9.92 -0.09
F4 -4.16 -8.76 7.02
F5 0.27 -15.94 4.57
C21 -0.74 -10.06 7.02
C22 -0.28 -9.39 8.13
H9 -3.01 -10.44 4.18
F6 -3.09 -7.18 8.73
H10 -2.28 -13.33 0.15
F7 -1.53 -15.78 6.67
F8 0.20 -10.81 6.40
F9 0.93 -9.71 8.65
C23 -6.90 -12.27 6.32
C24 -5.56 -8.80 4.84
F10 0.00 -11.17 4.08
H11 -3.52 -12.27 2.00
H12 -2.68 -8.83 3.52
B1 -2.71 -11.07 5.55
F11 -4.06 -11.04 8.15
C25 -6.37 -9.42 1.39
C26 -1.01 -9.97 1.67
H13 -6.13 -9.50 5.47
F12 0.94 -13.60 3.16
H14 -8.32 -9.05 0.43
C27 -7.95 -8.62 3.24
C28 -6.13 -11.75 7.35
H15 0.05 -13.43 -1.13
H16 -4.85 -9.68 -2.14
C29 -5.30 -9.60 -1.14
C30 -4.79 -11.44 7.09
C31 -2.61 -11.74 1.59
H17 0.99 -11.89 -1.29
F13 -4.36 -12.77 3.77
H18 -8.27 -9.25 4.07
N1 -6.66 -9.06 2.70
F14 -6.64 -11.60 8.60
F15 -7.02 -13.07 4.09
C32 -4.95 -12.27 4.89
H19 -7.30 -9.20 -1.93
C33 -1.29 -14.70 5.86
C34 -1.07 -8.42 8.75
C35 -5.53 -9.17 3.44
C36 -0.71 -11.78 0.08

2S+1 ... 1
F_max ... 3.10 eV Å⁻¹
Orbital gap ... 6.64 eV
Lowest unoccupied orbital energy ... -1.31 eV